Record 1
# C42H72Br6O30

A cluster of 13 separate species, C42H72Br6O30 in total at a distorted geometry (wB97M-V/def2-TZVPD, the Open Molecules 2025 dataset).

Last column: Mulliken charge in e.
Cartesian coordinates (Å):
C 12.63 -3.48 6.01  -1.500
C 13.29 -2.90 4.72  0.555
C 12.76 -3.66 3.45  -0.742
O 12.45 -2.61 2.56  0.064
C 12.39 -1.47 3.23  0.277
O 12.23 -0.38 2.68  -0.357
O 12.67 -1.66 4.61  -0.411
H 12.62 -2.94 6.96  0.361
H 13.17 -4.41 6.19  0.379
H 11.57 -3.67 5.86  0.372
H 14.34 -2.61 4.68  0.171
H 11.94 -4.33 3.73  0.403
H 13.61 -4.23 3.07  0.350
C 13.22 2.39 0.77  -0.404
C 12.05 2.62 1.74  0.910
C 12.44 2.77 3.23  0.034
O 11.85 3.93 3.66  -0.341
C 11.36 4.61 2.66  0.489
O 10.89 5.74 2.76  -0.612
O 11.45 3.89 1.51  -0.475
H 12.88 2.18 -0.24  -0.035
H 13.83 1.52 1.01  -0.280
H 14.03 3.13 0.78  0.367
H 11.27 1.86 1.80  0.081
H 13.50 2.69 3.46  0.103
H 12.06 1.87 3.72  0.133
C 11.24 -7.44 -5.65  -1.593
C 11.63 -6.72 -4.37  0.489
C 13.00 -6.08 -4.46  -0.782
O 12.92 -5.03 -3.55  0.246
C 11.67 -4.66 -3.56  0.280
O 11.21 -3.50 -3.27  -0.271
O 10.83 -5.68 -4.00  -0.335
H 10.27 -7.91 -5.48  0.425
H 11.88 -8.29 -5.91  0.384
H 10.99 -6.78 -6.48  0.354
H 11.62 -7.45 -3.57  0.265
H 13.10 -5.64 -5.45  0.284
H 13.89 -6.67 -4.23  0.431
C 9.59 0.94 -1.00  -1.781
C 9.74 -0.44 -1.64  2.044
C 8.45 -1.19 -1.92  -0.156
O 8.49 -1.32 -3.31  -0.389
C 9.52 -0.61 -3.85  0.509
O 9.62 -0.34 -5.03  -0.602
O 10.32 -0.19 -2.90  -0.136
H 10.55 1.46 -1.05  0.272
H 9.26 0.81 0.03  0.477
H 8.80 1.62 -1.33  0.434
H 10.38 -1.10 -1.05  -1.060
H 7.57 -0.62 -1.62  0.290
H 8.51 -2.22 -1.55  -0.011
C 16.39 -2.09 2.81  -1.438
C 16.80 -0.64 3.19  1.159
C 16.08 0.44 2.44  0.463
O 15.51 1.24 3.40  -0.234
C 15.73 0.78 4.62  0.592
O 15.31 1.31 5.73  -0.644
O 16.43 -0.37 4.52  -0.421
H 15.32 -2.24 2.69  -0.071
H 16.66 -2.79 3.60  0.501
H 16.90 -2.41 1.90  0.437
H 17.89 -0.57 3.10  0.270
H 15.39 0.15 1.65  -0.763
H 16.70 1.15 1.89  0.043
C 12.27 -2.15 -6.35  -1.174
C 13.76 -1.90 -6.02  1.257
C 14.18 -1.98 -4.60  1.999
O 15.18 -2.94 -4.60  -0.095
C 15.38 -3.44 -5.80  0.454
O 16.24 -4.31 -6.01  -0.672
O 14.53 -2.94 -6.66  -0.452
H 11.71 -1.34 -5.87  0.094
H 11.87 -3.09 -5.98  0.031
H 12.02 -1.95 -7.39  0.468
H 14.06 -0.94 -6.44  -0.025
H 13.31 -2.22 -3.98  -1.044
H 14.58 -1.04 -4.22  -0.939
Br 10.02 -4.05 0.50  -0.055
C 9.41 -5.69 -0.47  -0.186
C 8.04 -5.53 -1.19  -0.455
Br 7.50 -6.99 -2.39  -0.174
H 9.26 -6.51 0.22  0.447
H 10.15 -5.89 -1.26  -0.069
H 8.16 -4.67 -1.85  0.011
H 7.28 -5.25 -0.46  0.489
Br 16.73 0.49 -5.29  -0.170
C 18.36 1.55 -5.50  -0.005
C 17.92 2.99 -5.90  -0.704
Br 19.34 4.07 -6.81  -0.181
H 18.87 1.09 -6.34  0.605
H 18.99 1.41 -4.62  -0.226
H 17.50 3.51 -5.05  0.220
H 17.13 2.87 -6.64  0.498
Br 20.11 -2.82 -1.32  -0.109
C 21.63 -1.55 -0.98  -0.458
C 21.68 -0.97 0.41  -0.500
Br 20.09 0.14 0.71  -0.112
H 21.42 -0.83 -1.77  -0.061
H 22.56 -2.06 -1.22  0.437
H 22.58 -0.39 0.58  0.377
H 21.79 -1.76 1.15  0.391
C 19.26 -7.70 -0.40  -0.610
O 18.34 -7.16 -1.38  -0.353
C 17.30 -6.34 -1.00  0.693
O 17.05 -5.96 0.15  -0.581
O 16.61 -5.97 -2.11  -0.360
C 15.66 -4.92 -1.98  0.139
H 19.64 -8.66 -0.75  0.245
H 18.67 -7.97 0.48  0.318
H 20.02 -6.94 -0.23  0.230
H 16.20 -4.06 -1.58  0.201
H 14.81 -5.12 -1.33  0.239
H 15.24 -4.69 -2.96  -0.202
C 17.30 3.85 -1.28  -0.135
O 18.62 4.12 -1.71  -0.384
C 19.36 3.10 -2.17  0.658
O 18.92 1.98 -2.51  -0.218
O 20.58 3.58 -2.44  -0.403
C 21.45 2.71 -3.08  -0.256
H 16.96 2.82 -1.29  -0.303
H 16.62 4.38 -1.95  0.360
H 17.06 4.26 -0.30  0.430
H 21.52 1.74 -2.57  -0.026
H 22.47 3.09 -3.12  0.256
H 21.05 2.60 -4.08  0.184
C 12.09 1.28 -6.98  -0.875
O 12.85 1.20 -5.82  0.074
C 13.46 2.24 -5.28  0.448
O 13.63 3.43 -5.72  -0.678
O 13.98 1.80 -4.05  0.164
C 14.74 2.69 -3.26  -0.175
H 12.31 0.40 -7.58  0.179
H 12.25 2.26 -7.43  0.485
H 11.09 1.30 -6.54  0.277
H 14.71 2.31 -2.24  -0.205
H 14.37 3.72 -3.18  0.497
H 15.76 2.77 -3.64  -0.204
C 12.74 -2.22 -0.67  0.126
O 14.17 -2.20 -0.81  -0.239
C 14.86 -1.02 -0.82  0.302
O 14.46 0.12 -0.68  -0.015
O 16.15 -1.35 -1.03  -0.110
C 17.03 -0.33 -1.45  0.546
H 12.46 -1.31 -0.14  0.271
H 12.47 -2.99 0.06  -0.138
H 12.23 -2.22 -1.63  -0.159
H 16.67 0.61 -1.03  -0.129
H 17.17 -0.16 -2.52  -0.142
H 18.07 -0.47 -1.15  -0.194

E_LUMO: 0.000 Eh
HOMO: -10.208 eV

---

Record 2
# C4H7FO

A cluster of 2 separate species, C4H7FO in total at a distorted geometry (wB97M-V/def2-TZVPD, the Open Molecules 2025 dataset).

Last column: Mulliken charge in e.
Cartesian coordinates (Å):
C -2.67 0.29 0.74  -0.421
C -0.44 0.02 0.15  0.027
C 0.80 0.07 0.46  -0.433
C 1.99 -0.23 -0.43  -0.216
H -2.13 0.99 -0.57  0.240
H -3.15 -0.76 0.42  0.199
H -3.33 0.84 1.56  0.200
H -0.72 -0.18 -0.93  0.390
H 0.92 0.66 1.54  0.201
H 2.31 -1.25 -0.10  0.226
H 3.04 0.39 -0.31  0.226
O -1.35 0.00 1.19  -0.350
F 1.76 -0.17 -1.85  -0.290

E_LUMO: 0.027 Eh
HOMO: -9.134 eV

---

Record 3
# H19O10

A cluster of 10 separate species, H19O10 in total at a distorted geometry (wB97M-V/def2-TZVPD, the Open Molecules 2025 dataset).

Last column: Mulliken charge in e.
Cartesian coordinates (Å):
O -2.73 -2.10 -2.62  -0.685
H 1.64 0.72 1.31  0.107
H -2.74 -1.16 -2.36  0.348
O 0.98 2.42 -0.74  -1.041
H 0.91 2.77 -1.62  0.234
H 2.28 1.76 -0.48  0.399
O -0.75 0.65 -1.29  -0.714
H -0.10 1.49 -1.08  0.406
H -0.44 0.04 -0.60  0.305
O 2.16 -1.53 -0.26  -0.663
H -2.85 -0.02 0.15  0.180
H 0.62 1.12 0.17  0.466
O -3.30 0.32 -0.62  -0.637
H -2.06 0.15 2.03  0.343
H 2.09 -1.11 0.60  0.365
O 2.46 2.19 3.07  -0.678
H 2.72 1.85 2.19  0.358
H 1.65 2.66 2.86  0.337
O -0.23 -4.24 -0.48  -0.626
H 0.31 -4.11 0.29  0.309
H 0.29 -4.11 -1.29  0.320
O -2.91 0.23 2.50  -0.668
H -3.59 0.28 1.81  0.359
H -2.74 1.11 -0.90  0.382
O 0.75 0.50 1.05  -0.703
H -2.35 -2.71 -1.97  0.318
O 3.26 1.44 -0.25  -0.732
H 1.35 -1.25 -0.69  0.332
H 3.34 0.63 -0.77  0.279

E_LUMO: 0.110 Eh
total charge: -1
HOMO: -6.569 eV

---

Record 4
# C21H39NOsP2

A structure of composition C21H39NOsP2 at a distorted geometry (wB97M-V/def2-TZVPD, the Open Molecules 2025 dataset).

Last column: Mulliken charge in e.
Cartesian coordinates (Å):
P 0.02 -2.22 -2.15  0.985
P 0.00 1.34 -2.33  1.058
C -0.31 -1.19 -3.68  -0.947
C 0.33 0.20 -3.76  -1.479
H -1.40 -1.14 -3.80  0.414
H 0.05 -1.80 -4.52  0.708
H 1.42 0.18 -3.90  0.353
H -0.09 0.75 -4.62  0.734
C -1.63 1.99 -3.00  -1.379
H -1.97 2.81 -2.36  0.368
H -2.40 1.22 -3.03  0.336
H -1.38 2.32 -4.02  0.597
C 1.15 2.66 -2.93  -1.485
H 0.80 3.05 -3.90  0.457
H 2.17 2.27 -3.06  0.382
H 1.22 3.47 -2.18  0.378
C -1.26 -3.54 -2.26  -1.338
H -1.19 -4.19 -1.36  0.373
H -1.02 -4.09 -3.19  0.433
H -2.27 -3.09 -2.31  0.401
C 1.54 -3.11 -2.67  -1.274
H 2.39 -2.42 -2.82  0.315
H 1.20 -3.56 -3.62  0.540
H 1.77 -3.87 -1.91  0.462
Os 0.37 -1.21 1.98  1.280
C 0.69 2.34 0.12  -0.620
C -0.71 2.36 0.11  -0.325
C -1.77 1.27 0.11  -0.805
C -1.60 -0.18 -0.49  -0.342
C -0.65 -1.15 0.23  -0.641
C 0.85 -1.25 0.00  -1.430
C 1.68 -0.15 -0.69  -0.129
C 1.79 1.26 -0.05  -0.889
C -0.09 -2.66 3.16  -1.203
H 1.08 2.99 0.90  0.436
H -1.07 3.30 0.52  0.384
H -2.61 1.73 -0.37  0.629
H -2.23 1.05 1.09  0.031
H -2.60 -0.69 -0.48  0.531
H -1.36 -0.16 -1.58  -0.761
H -1.07 -2.15 0.17  0.975
H 1.13 -2.32 -0.20  1.007
H 1.39 -0.27 -1.77  -0.331
H 2.73 -0.53 -0.70  0.431
H 2.21 0.98 0.92  0.274
H 2.59 1.80 -0.52  0.544
H 0.79 -2.68 3.82  0.375
H -0.09 -3.53 2.48  0.389
H -1.03 -2.45 3.67  0.374
C -2.48 0.83 3.72  -1.420
C -1.05 1.01 4.02  0.341
C -0.53 1.88 5.02  -0.478
C 0.86 1.76 5.00  -0.982
C 1.15 0.83 3.97  0.793
C 2.41 0.27 3.50  -1.146
N 0.00 0.32 3.45  0.121
H -2.91 1.73 3.24  0.348
H -3.02 0.67 4.67  0.481
H -2.61 -0.03 3.05  0.295
H -1.14 2.49 5.67  0.528
H 1.61 2.23 5.64  0.515
H 3.06 1.00 3.01  0.339
H 2.96 -0.20 4.32  0.404
H 2.16 -0.51 2.71  0.283

E_LUMO (spin up / spin down): -0.242 / -0.296 Eh
spin multiplicity: 5
expectation value of S²: 6.023
total charge: +2
HOMO (spin up / spin down): -12.759 / -12.753 eV